1.
# C4H10N3O2

A structure of composition C4H10N3O2 (ωB97M-V/def2-TZVPD, the Open Molecules 2025 dataset).

Last column: natural (NBO) charge in e.
Positions of all 19 atoms, in Å:
C: -0.6466 1.4584 -0.2444  -0.469
C: 0.4891 0.5110 -0.8232  -0.232
C: -1.4622 0.4889 0.5454  0.106
C: 2.0848 -1.1738 -0.0066  -0.444
N: -0.0018 -0.6615 1.1519  -0.418
N: -2.4534 -0.2428 -0.1142  0.460
N: 1.0078 -0.2314 0.2417  -0.225
O: -3.6047 -0.0111 0.1219  -0.284
O: -2.1266 -1.2369 -0.7136  -0.369
H: -0.1133 2.1891 0.4131  0.243
H: -1.1376 2.1247 -0.9958  0.298
H: 0.1035 -0.0036 -1.6846  0.261
H: 1.2876 1.2103 -1.0363  0.231
H: -1.9079 0.9603 1.4085  0.268
H: 1.9326 -1.9747 -0.7487  0.262
H: 2.9887 -0.6126 -0.1292  0.247
H: 2.3143 -1.6543 0.9773  0.258
H: -0.2683 -1.6271 0.8264  0.383
H: 1.5140 0.4871 0.8105  0.427

HOMO energy: -14.924 eV
Kohn-Sham gap: 0.371 hartree
multiplicity: 1
E: -12862.213 eV
charge: +1
molar mass: 132.14 g/mol

---

2.
# C2H9N4

The ion C2H9N4 with charge +1 (ωB97M-V/def2-TZVPD, the Open Molecules 2025 dataset).

Last column: natural (NBO) charge in e.
Positions of all 15 atoms, in Å:
N: -1.1176 0.2741 -1.3206  -0.696
N: -0.7332 0.8330 -0.0830  -0.260
C: 0.6346 1.4002 0.0235  -0.268
C: 0.2444 0.0782 0.6595  0.427
N: -0.0619 -0.5938 1.8237  -0.835
N: 0.7582 -1.1483 -0.3944  -0.771
H: -1.6462 0.8568 -1.9058  0.402
H: -1.8583 -0.4383 -1.0388  0.370
H: 0.5970 2.4514 0.3525  0.271
H: 1.3281 1.3076 -0.8634  0.217
H: 0.4585 -0.2853 2.6374  0.419
H: -1.0837 -0.6794 1.9382  0.415
H: 0.5562 -2.1317 -0.0644  0.447
H: 0.2113 -0.9232 -1.2083  0.439
H: 1.7124 -1.0012 -0.5560  0.422

HOMO energy: -13.852 eV
SMILES: NN1C[C@]1(N)[NH3+]
Kohn-Sham gap: 0.392 hartree
multiplicity: 1
E: -8171.059 eV
charge: +1
molar mass: 89.12 g/mol

---

3.
# C3H7NOS

A cluster of 2 separate species, C3H7NOS in total (ωB97M-V/def2-TZVPD, the Open Molecules 2025 dataset).

Last column: natural (NBO) charge in e.
Positions of all 13 atoms, in Å:
C: 1.3328 0.2575 0.7824  -0.678
C: -0.2103 0.3725 0.7363  0.072
N: -1.0019 -0.6029 0.7088  -0.158
O: -0.3621 -1.8420 0.6822  -0.571
H: 1.7205 -0.5375 0.1367  0.244
H: 1.4764 0.0991 1.7527  0.223
H: 1.7256 1.2402 0.5672  0.222
H: -0.6015 1.3322 1.0647  0.202
H: -1.1095 -2.4490 0.6130  0.480
C: -0.9262 0.5222 -1.7716  -0.453
S: 0.6414 0.6959 -2.3332  -0.008
H: -1.3573 -0.5403 -1.5720  0.224
H: -1.3279 1.4519 -1.3672  0.200

HOMO energy (spin up / spin down): -8.681 / -8.681 eV
SMILES: C/C=N\O.C=S
Kohn-Sham gap (spin up / spin down): 0.308 / 0.308 hartree
multiplicity: 1
E: -17593.507 eV
molar mass: 105.16 g/mol

---

4.
# C16H28NO

The ion C16H28NO with charge +1 (ωB97M-V/def2-TZVPD, the Open Molecules 2025 dataset).

Last column: natural (NBO) charge in e.
Positions of all 46 atoms, in Å:
C: 1.6405 -1.8502 1.3356  -0.247
O: 1.7459 -0.5694 1.9340  -0.565
C: 3.1111 -0.3082 2.2918  -0.064
C: 3.7378 0.8717 1.5462  -0.429
C: 3.0410 2.2237 1.7839  -0.400
C: 1.8431 2.5609 0.8529  -0.393
C: 1.9943 2.1476 -0.6389  -0.410
C: 0.8961 1.1188 -1.0052  -0.414
C: 1.2727 0.1638 -2.1514  -0.396
C: 0.0465 -0.6349 -2.7023  -0.414
C: -0.8895 -1.1438 -1.5768  -0.236
N: -1.9950 -0.1731 -1.3553  -0.510
C: -3.1541 -0.6950 -0.5762  0.080
C: -4.3374 -0.0162 -0.7530  -0.242
C: -5.4798 -0.3583 -0.0684  -0.158
C: -5.4018 -1.4253 0.8187  -0.177
C: -4.2216 -2.1037 0.9757  -0.199
C: -3.0729 -1.7559 0.2914  -0.178
H: 2.1889 -1.8557 0.3776  0.164
H: 0.5803 -2.0818 1.1621  0.165
H: 2.0339 -2.6490 1.9798  0.190
H: 3.2395 -0.2178 3.3809  0.189
H: 3.6975 -1.1997 2.0137  0.173
H: 3.8540 0.5845 0.4935  0.196
H: 4.7606 0.9680 1.9432  0.226
H: 2.6328 2.1805 2.8065  0.211
H: 3.7329 3.0738 1.7835  0.215
H: 1.6841 3.6464 0.9090  0.212
H: 0.9396 2.1060 1.2797  0.197
H: 3.0022 1.8387 -0.9291  0.215
H: 1.7699 3.0477 -1.2289  0.213
H: 0.0266 1.7042 -1.3592  0.170
H: 0.6356 0.5135 -0.1247  0.208
H: 2.0294 -0.5790 -1.8650  0.210
H: 1.6610 0.7305 -3.0091  0.221
H: -0.4917 0.0482 -3.3790  0.200
H: 0.4124 -1.4664 -3.3123  0.243
H: -0.3452 -1.3917 -0.6664  0.241
H: -1.3499 -2.0558 -1.9762  0.235
H: -2.3831 0.1483 -2.2460  0.440
H: -1.6867 0.6752 -0.8660  0.453
H: -4.3815 0.8297 -1.4454  0.220
H: -6.3790 0.2284 -0.2249  0.240
H: -6.3024 -1.6726 1.3747  0.240
H: -4.2037 -2.9225 1.6922  0.240
H: -2.1345 -2.2843 0.4329  0.226

HOMO energy: -12.356 eV
SMILES: COCCCCCCCCC[NH2+]c1ccccc1
Kohn-Sham gap: 0.355 hartree
multiplicity: 1
E: -20576.629 eV
charge: +1
molar mass: 250.41 g/mol

---

5.
# C2H4N6

The molecule C2H4N6 (ωB97M-V/def2-TZVPD, the Open Molecules 2025 dataset).

Last column: natural (NBO) charge in e.
Positions of all 12 atoms, in Å:
H: -1.9853 -1.4224 -0.2546  0.346
N: -2.5859 -0.6002 -0.2133  -0.606
C: -1.9791 0.4152 0.0329  0.286
N: -0.5189 0.5321 0.2218  -0.135
N: 0.2054 1.6314 0.0219  0.068
N: 1.3561 1.3394 -0.2542  -0.242
C: 1.5363 -0.0604 -0.0231  0.480
N: 2.5923 -0.7795 0.0580  -0.724
H: 3.4526 -0.3977 -0.2989  0.373
N: 0.2544 -0.5816 -0.0570  -0.466
H: -2.4971 1.3863 0.2810  0.197
H: 0.1692 -1.4627 0.4855  0.423

HOMO energy: -9.200 eV
SMILES: [H]/N=C\n1nn/c(=N\[H])[nH]1
Kohn-Sham gap: 0.343 hartree
multiplicity: 1
E: -11076.106 eV
molar mass: 112.10 g/mol

---

6.
# C6H16IN3O3P

A cluster of 2 separate species, C6H16IN3O3P in total (ωB97M-V/def2-TZVPD, the Open Molecules 2025 dataset).

Last column: natural (NBO) charge in e.
Positions of all 30 atoms, in Å:
C: 3.0508 -0.3252 0.6236  -0.638
C: 1.7459 0.1871 1.2449  -0.284
I: 2.1852 0.8305 3.2738  -0.006
C: 0.6881 -0.9141 1.3313  -0.266
N: -0.2247 -0.7811 0.1738  -0.512
C: -1.3983 -1.3920 0.3201  0.552
N: -1.4765 -2.6837 0.8161  -0.922
N: -2.5711 -0.7378 -0.0855  -0.925
P: -3.2806 0.1743 1.1709  1.667
O: -2.8049 -0.1515 2.5276  -1.097
H: 3.6312 0.5120 0.2521  0.230
H: 2.7927 -1.0246 -0.1673  0.218
H: 3.6254 -0.8318 1.3957  0.196
H: 1.4088 1.0554 0.6747  0.304
H: 1.2068 -1.8688 1.2434  0.195
H: 0.1741 -0.9403 2.2871  0.216
H: -0.3510 0.2145 -0.0426  0.462
H: -1.2601 -3.4526 0.2060  0.390
H: -1.6705 -2.8876 1.7805  0.405
H: -3.2395 -1.4544 -0.3477  0.400
H: -3.1636 1.5261 0.8207  -0.064
H: -4.6580 -0.1150 1.0461  -0.118
O: 0.1407 1.8547 -0.8594  -0.879
C: -0.0059 2.0348 -2.1706  -0.044
C: 1.4063 1.7387 -2.9793  0.001
O: 1.2770 1.9236 -4.2686  -0.817
H: -0.3042 3.0527 -2.4954  0.106
H: -0.7402 1.3722 -2.6817  0.093
H: 1.6655 0.6978 -2.6396  0.061
H: 2.1506 2.3863 -2.4506  0.073

HOMO energy: -1.527 eV
Kohn-Sham gap: 0.116 hartree
multiplicity: 1
E: -34479.665 eV
charge: -1
molar mass: 336.09 g/mol

---

7.
# C4H7NO

The molecule C4H7NO (ωB97M-V/def2-TZVPD, the Open Molecules 2025 dataset).

Last column: natural (NBO) charge in e.
Positions of all 13 atoms, in Å:
N: 1.9710 -0.2586 -0.3991  -0.842
C: 1.1126 0.6392 0.2028  0.565
O: 1.3287 1.8424 0.2220  -0.607
C: -0.0673 0.1101 0.9336  -0.112
C: -1.1867 -0.7222 -0.3240  -0.544
C: -1.3404 0.6142 0.4183  -0.457
H: 2.0156 -1.1919 -0.0162  0.388
H: 2.8671 0.1409 -0.6448  0.399
H: -0.2970 -1.2341 0.2187  0.276
H: -0.9378 -0.6283 -1.3786  0.241
H: -1.9766 -1.4384 -0.0983  0.251
H: -2.1811 0.6467 1.1115  0.214
H: -1.3082 1.4800 -0.2459  0.227

HOMO energy: -8.677 eV
Kohn-Sham gap: 0.346 hartree
multiplicity: 1
E: -7795.946 eV
molar mass: 85.11 g/mol

---

8.
# C4H7N2

The ion C4H7N2 with charge +1 (ωB97M-V/def2-TZVPD, the Open Molecules 2025 dataset).

Last column: natural (NBO) charge in e.
Positions of all 13 atoms, in Å:
C: 0.8304 1.1575 -2.3673  -0.376
C: 0.9747 0.2717 -1.4073  0.135
C: 1.2826 -0.6483 -0.4776  0.201
N: 0.3166 0.0509 -0.0174  -0.188
C: -0.9556 0.0005 0.8054  -0.047
N: -0.9765 -0.8432 1.8974  -0.794
H: -0.1511 1.6345 -2.5489  0.262
H: 1.6617 1.3653 -3.0950  0.273
H: 1.8574 -1.5688 -0.2144  0.274
H: -1.1940 0.9555 1.1474  0.238
H: -1.5888 -0.2544 -0.0180  0.225
H: -0.7407 -0.5593 2.7972  0.408
H: -1.0141 -1.7971 1.7322  0.389

HOMO energy: -14.223 eV
SMILES: C=C1C=[N+]1CN
Kohn-Sham gap: 0.327 hartree
multiplicity: 1
E: -7230.518 eV
charge: +1
molar mass: 83.11 g/mol